Entry 1:
Molecular formula: CCl4
Method: DFT, the ωB97M-V functional and the def2-TZVPD basis

CARTESIAN COORDINATES (ANGSTROEM)
C  -0.0176  0.0001  -0.0752
Cl  -0.0790  -0.6511  -1.6926
Cl  1.3767  -0.4831  0.8489
Cl  -0.0363  1.7158  -0.1061
Cl  -1.2438  -0.5817  1.0251

Properties
**HOMO (spin up / spin down)**: -16.689 / -16.661 eV
**E_tot**: -1878.43898 hartree
**Charge**: +1
**Energy relative to the best compared isomer or geometry (same formula, charge and spin)**: 0.0 kcal per mole
**Multiplicity**: 2
**Gap between HOMO and LUMO (spin up / spin down)**: 11.6 / 5.5 eV
**M**: 153.8 g mol⁻¹
**LUMO energy (spin up / spin down)**: -5.097 / -11.174 eV

Entry 2:
Molecular formula: C3H7DyO2
Method: DFT, the ωB97M-V functional and the def2-TZVPD basis

CARTESIAN COORDINATES (ANGSTROEM)
C  0.3471  -1.8958  0.0180
C  -0.7740  -0.8941  0.0989
O  -0.1505  0.4287  0.3426
C  -0.8296  1.5836  0.0558
Dy  2.1612  -0.3348  0.1423
H  0.3247  -2.6064  0.8560
H  0.3217  -2.4640  -0.9222
H  -1.4283  -1.0132  0.9759
H  -1.3944  -0.8173  -0.8067
H  1.4624  2.3960  -0.6101
H  -1.8527  1.4623  -0.3098
O  2.3852  1.7521  -0.5692
H  -0.5728  2.4029  0.7286

Properties
**HOMO (spin up / spin down)**: -12.158 / -13.672 eV
**E_tot**: -1153.62867 hartree
**Charge**: +1
**Energy relative to the best compared isomer or geometry (same formula, charge and spin)**: 78.4 kcal per mole
**Multiplicity**: 7
**Gap between HOMO and LUMO (spin up / spin down)**: 5.6 / 8.8 eV
**M**: 237.6 g mol⁻¹
**LUMO energy (spin up / spin down)**: -6.595 / -4.871 eV

Entry 3:
Molecular formula: C35H36N5O2S3Zr
Method: DFT, the ωB97M-V functional and the def2-TZVPD basis

CARTESIAN COORDINATES (ANGSTROEM)
Zr  0.2577  -0.4555  -1.3249
C  -2.8735  0.2440  -1.5377
N  -1.9550  -0.5331  -2.3999
C  -2.5884  -1.8382  -2.6628
C  -1.7913  0.1759  -3.6926
C  -1.0360  1.4605  -3.4898
C  -1.2188  2.5467  -4.3301
C  -0.4767  3.7033  -4.1224
C  0.4310  3.7615  -3.0760
C  0.6032  2.6627  -2.2392
C  -0.1253  1.4824  -2.4272
H  -3.8086  0.4463  -2.0701
H  -2.4292  1.1970  -1.2567
H  -3.0979  -0.3230  -0.6365
H  -3.5709  -1.6913  -3.1238
H  -2.7091  -2.3867  -1.7312
H  -1.9611  -2.4262  -3.3283
H  -2.7759  0.3404  -4.1474
H  -1.2409  -0.4976  -4.3570
H  -1.9389  2.5018  -5.1398
H  -0.6152  4.5581  -4.7714
H  1.0036  4.6645  -2.9062
H  1.3219  2.7433  -1.4304
C  -3.4077  3.5141  3.2724
C  -1.9527  3.1129  2.9922
C  -1.0622  3.5507  4.1638
C  -1.4821  3.8375  1.7308
C  -1.8706  1.5955  2.8465
C  -2.2670  0.7715  3.9199
C  -2.2072  -0.6038  3.8586
C  -1.7316  -1.1845  2.6859
S  -1.5048  -2.8623  2.2961
C  -0.9201  -2.4273  0.7392
N  -0.8931  -1.1278  0.5141
C  -1.3395  -0.3935  1.6118
C  -1.4103  0.9971  1.6890
C  -0.4602  -3.3593  -0.2814
C  -0.4955  -4.7379  -0.0729
C  -0.0453  -5.5841  -1.0675
C  0.4494  -5.0412  -2.2496
C  0.4977  -3.6626  -2.4302
C  0.0379  -2.7717  -1.4605
H  -3.4796  4.5975  3.3797
H  -3.7841  3.0640  4.1915
H  -4.0610  3.2085  2.4531
H  -1.1115  4.6342  4.2823
H  -0.0215  3.2736  3.9851
H  -1.3775  3.0994  5.1052
H  -1.5560  4.9141  1.8867
H  -2.0984  3.5895  0.8635
H  -0.4407  3.6078  1.4944
H  -2.6320  1.2291  4.8297
H  -2.5182  -1.2089  4.6994
H  -1.0867  1.5979  0.8493
H  -0.8745  -5.1498  0.8565
H  -0.0725  -6.6558  -0.9260
H  0.8069  -5.7005  -3.0308
H  0.9115  -3.2829  -3.3582
N  4.4751  -2.6133  4.7688
C  4.0667  -1.9098  3.6771
C  5.0016  -1.4560  2.7309
C  4.5879  -0.7721  1.6127
C  3.2292  -0.5306  1.4156
C  2.2884  -0.9630  2.3463
C  2.7036  -1.6452  3.4669
S  2.7441  0.2893  -0.0252
O  1.3255  0.7302  0.2067
O  3.6799  1.3009  -0.3978
N  2.5021  -0.8357  -1.1475
C  2.6524  -0.5608  -2.4924
S  4.0173  -0.0357  -3.3775
C  3.0638  -0.0658  -4.8152
C  1.7991  -0.4487  -4.5448
N  1.5658  -0.7302  -3.2191
H  5.4518  -2.6511  4.9984
H  3.8323  -2.7830  5.5209
H  6.0556  -1.6436  2.8902
H  5.3130  -0.4128  0.8943
H  1.2389  -0.7401  2.2057
H  1.9757  -1.9744  4.1980
H  3.4856  0.2090  -5.7669
H  1.0004  -0.5353  -5.2643

Properties
**HOMO**: -10.905 eV
**E_tot**: -3021.12658 hartree
**Charge**: +1
**Energy relative to the best compared isomer or geometry (same formula, charge and spin)**: 0.0 kcal per mole
**Gap between HOMO and LUMO**: 8.0 eV
**M**: 746.1 g mol⁻¹
**LUMO energy**: -2.890 eV

Entry 4:
Molecular formula: C15H16ClIrN3O5S2
Method: DFT, the ωB97M-V functional and the def2-TZVPD basis

CARTESIAN COORDINATES (ANGSTROEM)
Ir  -0.3158  -0.5118  -0.4507
S  -0.6219  1.2052  1.1756
C  -1.4999  0.3698  2.4327
C  -1.8300  1.0074  3.6356
C  -2.5277  0.3447  4.6275
C  -2.9293  -0.9781  4.4457
C  -2.6300  -1.6179  3.2561
C  -1.9217  -0.9572  2.2537
S  -1.5603  -1.8226  0.7581
H  -1.5188  2.0358  3.7768
H  -2.7629  0.8593  5.5522
H  -3.4701  -1.5001  5.2254
H  -2.9378  -2.6441  3.0907
C  4.8296  0.6928  1.2797
O  3.7737  -0.1511  1.7161
C  2.6997  -0.3959  0.9195
O  1.9245  -1.2608  1.1968
N  2.6387  0.4118  -0.1961
N  1.5130  0.3965  -1.0533
H  5.6598  0.5091  1.9561
H  4.5498  1.7479  1.3522
H  5.1383  0.4558  0.2606
H  3.1411  1.2817  -0.2012
H  1.8068  0.0536  -1.9652
H  1.1693  1.3663  -1.1667
O  -1.0712  0.6369  -2.0174
N  -0.9483  1.9047  -2.2113
O  -1.7203  2.4304  -2.9814
O  -0.0235  2.5324  -1.6614
Cl  -4.8236  -4.9891  -3.8223
C  -3.4019  -4.1342  -3.2542
C  -3.0418  -2.9375  -3.8486
C  -1.9111  -2.2740  -3.3992
C  -1.1254  -2.7819  -2.3600
C  0.0707  -2.0459  -1.8628
C  -1.5272  -3.9886  -1.7818
C  -2.6558  -4.6663  -2.2191
H  -3.6433  -2.5280  -4.6494
H  -1.6436  -1.3232  -3.8448
H  0.5356  -1.5427  -2.7239
H  0.7883  -2.7745  -1.4731
H  -0.9479  -4.4011  -0.9643
H  -2.9566  -5.5986  -1.7597

Properties
**HOMO**: -4.053 eV
**E_tot**: -2482.54470 hartree
**Charge**: -1
**Energy relative to the best compared isomer or geometry (same formula, charge and spin)**: 38.9 kcal per mole
**Gap between HOMO and LUMO**: 6.3 eV
**M**: 610.1 g mol⁻¹
**LUMO energy**: 2.220 eV